Below is a structure of composition C19H26BrClNO6Si2V, with properties calculated with ωB97M-V/def2-TZVPD.

Geometry as ORCA input:
```
! RIJCOSX wB97M-V def2-TZVPD def2/J DEFGRID3
* xyz 2 1
V -0.85373 0.50927 0.54428
C 0.99211 2.85108 -1.48673
Si 1.74839 2.37917 0.14440
C 3.58347 2.21757 -0.06878
C 1.32148 3.56083 1.51682
C 1.02146 0.57323 0.62633
C 0.72429 0.33331 2.10822
C 1.65764 0.41447 3.13554
C 1.23969 0.09748 4.41408
C -0.08198 -0.27487 4.66717
C -0.97092 -0.31861 3.62664
N -0.54939 -0.03510 2.37985
Si 1.94078 -1.01486 -0.08533
C 1.19192 -2.47924 0.80135
C 3.74551 -1.00602 0.36792
C 1.62975 -0.99077 -1.92573
H 1.42644 3.81610 -1.76498
H -0.08784 2.98718 -1.47696
H 1.25576 2.14794 -2.27898
H 3.95577 3.22861 -0.26088
H 3.84764 1.61005 -0.93330
H 4.11127 1.84150 0.80732
H 2.07100 4.35594 1.52363
H 1.32518 3.11348 2.51165
H 0.35107 4.03274 1.36187
H 2.67481 0.71265 2.92620
H 1.94734 0.14950 5.23176
H -0.41388 -0.51266 5.66732
H -2.01387 -0.57196 3.74899
H 1.50437 -2.51116 1.84800
H 1.58648 -3.38750 0.33736
H 0.10592 -2.53800 0.76012
H 3.93256 -0.69924 1.39826
H 4.37036 -0.40849 -0.29064
H 4.08667 -2.04287 0.29055
H 0.91952 -0.21748 -2.22510
H 1.23028 -1.95194 -2.25534
H 2.55685 -0.81992 -2.47528
O -3.83315 2.39231 0.71633
Cl -2.49315 2.63737 0.39102
O -2.20010 3.92575 -0.07237
O -1.99416 1.60485 -0.63276
O -1.58197 2.21775 1.49038
Br -4.62372 -4.72195 -1.23032
C -4.01326 -3.34574 -2.33040
C -4.41402 -3.30794 -3.65136
C -3.97116 -2.29155 -4.48598
C -3.11705 -1.28860 -4.02726
C -2.69615 -1.29769 -2.72194
C -3.13915 -2.32442 -1.86440
C -2.79860 -2.41510 -0.51183
O -2.76233 -2.76330 0.55754
O -1.23852 -0.77698 -0.26723
H -5.07573 -4.07707 -4.02385
H -4.30153 -2.28224 -5.51661
H -2.78886 -0.50577 -4.69564
H -2.04161 -0.53107 -2.34093
*
```

For the energy relative to the best compared isomer or geometry (same formula, charge and spin), the calculation gives 27.5 kcal per mole. Its max |F| is 0.81 eV Å⁻¹. As for the HOMO-LUMO gap: 7.742 eV.